Record 1
16
Properties=species:S:1:pos:R:3:nbo_charge:R:1 method="wB97M-V/def2-TZVPD" mol_weight_g_mol=95.1 relative_energy_kcal_mol=147.83 gap_ev=9.173 multiplicity=1 energy_ev=-7851.74898
C -0.8856 2.0948 -0.5955 -0.656
C -0.1113 0.8148 -0.5432 -0.085
C 0.4307 0.0161 -1.3992 -0.002
C 1.0911 -1.0292 -1.8520 -0.473
C 0.5973 -0.3216 1.0152 -0.015
C -0.3520 -1.4507 1.1598 -0.255
N 0.2897 -0.8255 2.3101 -0.587
H -1.8027 1.9673 -0.0176 0.217
H -1.1614 2.4038 -1.6154 0.225
H -0.3095 2.9031 -0.1311 0.221
H 2.1445 -0.9704 -2.1120 0.216
H 0.5427 -1.9379 -2.0802 0.212
H 1.5012 0.2268 0.8698 0.235
H -0.2677 -2.5276 1.1826 0.203
H -1.3586 -1.0714 0.9502 0.188
H -0.3483 -0.2922 2.8586 0.353

Record 2
16
Properties=species:S:1:pos:R:3:nbo_charge:R:1 method="wB97M-V/def2-TZVPD" mol_weight_g_mol=95.1 relative_energy_kcal_mol=131.00 gap_ev=9.495 multiplicity=1 energy_ev=-7852.47882
C -2.2608 -0.2993 -0.6060 -0.055
C -2.5266 0.8720 -0.1821 -0.084
N -1.5856 0.8134 -1.3537 -0.638
H -2.2155 -1.3748 -0.5782 0.236
H -2.8818 1.6173 0.5090 0.229
H -2.1260 0.9956 -2.2074 0.316
C 0.6363 -2.1313 0.1142 -0.522
C 0.8426 -0.8601 0.3460 0.102
C 1.0400 0.4133 0.5586 -0.286
C 2.2097 0.9849 1.3157 -0.623
H 0.0694 -2.7521 0.8053 0.214
H 1.0360 -2.6098 -0.7775 0.218
H 0.3141 1.1006 0.1208 0.248
H 1.8736 1.5136 2.2156 0.214
H 2.7498 1.7098 0.6959 0.216
H 2.9095 0.2013 1.6189 0.216

Record 3
16
Properties=species:S:1:pos:R:3:nbo_charge:R:1 method="wB97M-V/def2-TZVPD" mol_weight_g_mol=95.1 relative_energy_kcal_mol=92.77 gap_ev="8.200 / 8.201" multiplicity=1 energy_ev=-7854.13684
C -1.0003 -0.4767 -1.5505 -0.692
C 1.1528 0.5194 -0.6605 -0.307
C 1.8746 1.4617 -0.0595 -0.278
H 1.6164 -0.2395 -1.2756 0.210
H -0.7208 -0.0188 -2.5004 0.230
H -0.6785 -1.5171 -1.5596 0.228
H -2.0785 -0.4199 -1.4287 0.227
H 2.9438 1.5256 -0.1702 0.199
H 1.3883 2.1973 0.5522 0.216
C -1.1514 -0.4108 1.0856 -0.033
C -0.2631 -0.8977 1.9472 -0.427
C -0.2792 0.3860 -0.4734 0.380
N -0.8799 0.9371 0.5436 -0.558
H -2.0979 -0.8927 0.8615 0.196
H 0.6459 -0.3684 2.1638 0.207
H -0.4724 -1.7855 2.5245 0.204

Record 4
16
Properties=species:S:1:pos:R:3:nbo_charge:R:1 method="wB97M-V/def2-TZVPD" mol_weight_g_mol=95.1 relative_energy_kcal_mol=116.20 gap_ev=9.718 multiplicity=1 energy_ev=-7853.12074
C -0.7853 -2.1852 1.0486 -0.689
C -1.1169 -0.9256 0.4019 0.015
C -1.4624 0.0744 -0.1864 -0.039
C -1.0975 1.4132 -0.6501 -0.459
C 0.5080 1.2019 -0.0230 -0.046
C 1.3971 0.4466 -0.9244 -0.284
N 1.9615 1.5753 -0.1849 -0.599
H 0.1211 -2.6355 0.6249 0.232
H -1.6193 -2.8690 0.8825 0.244
H -0.6348 -2.0667 2.1271 0.233
H -1.7976 2.1601 -0.2244 0.232
H -1.1994 1.4869 -1.7469 0.230
H 0.2490 0.9891 1.0020 0.195
H 1.2845 0.7344 -1.9701 0.193
H 1.7046 -0.5916 -0.7966 0.191
H 2.4873 1.1914 0.6198 0.350

Record 5
16
Properties=species:S:1:pos:R:3:nbo_charge:R:1 method="wB97M-V/def2-TZVPD" mol_weight_g_mol=95.1 relative_energy_kcal_mol=106.53 gap_ev=9.652 multiplicity=1 energy_ev=-7853.53983
C 1.4995 -0.5855 0.9376 -0.593
C 0.2678 -0.0723 0.2164 -0.095
C 0.4508 0.8850 -0.9328 -0.421
C -0.2954 1.3262 0.2980 -0.421
C -2.2917 -0.3161 0.0906 0.136
N -1.7831 -0.8575 -0.9852 -0.578
C -0.9095 -1.0244 0.1197 -0.157
H 1.2834 -0.8815 1.9692 0.213
H 2.2965 0.1657 0.9631 0.214
H 1.9081 -1.4666 0.4239 0.211
H 1.4572 1.2786 -1.0635 0.224
H -0.0621 0.7384 -1.8841 0.195
H 0.1005 2.0858 0.9607 0.223
H -1.4230 1.3256 0.2837 0.239
H -1.6670 -0.5830 -1.9514 0.409
H -0.8323 -2.0184 0.5539 0.199

Record 6
16
Properties=species:S:1:pos:R:3:nbo_charge:R:1 method="wB97M-V/def2-TZVPD" mol_weight_g_mol=95.1 relative_energy_kcal_mol=114.87 gap_ev=10.049 multiplicity=1 energy_ev=-7853.17820
C 2.5179 -0.4210 0.1120 -0.303
C 1.6893 -0.4364 -0.7523 0.009
C 0.4914 -0.4269 -1.5197 -0.509
C -0.6365 -0.0258 -0.0750 0.186
C -0.6355 1.4662 0.3096 -0.656
C -0.6711 -0.9079 1.1171 -0.260
N -1.8446 -0.7315 0.0909 -0.623
H 3.5177 -0.4754 0.4404 0.231
H 0.6454 0.3189 -2.3383 0.237
H 0.4202 -1.4392 -1.9906 0.243
H 0.4076 1.7659 0.3667 0.232
H -1.1041 1.7690 1.2748 0.220
H -1.1541 2.0346 -0.4613 0.210
H -0.3674 -1.9588 1.1744 0.220
H -0.6083 -0.4248 2.1092 0.200
H -2.6681 -0.1068 0.1420 0.364

Record 7
16
Properties=species:S:1:pos:R:3:nbo_charge:R:1 method="wB97M-V/def2-TZVPD" mol_weight_g_mol=95.1 relative_energy_kcal_mol=64.67 gap_ev=10.423 multiplicity=1 energy_ev=-7855.35533
C 2.6981 0.7134 1.8435 -0.681
C 1.7848 0.1052 0.8731 -0.001
C 1.0251 -0.3889 0.0775 -0.028
C 0.0267 -0.9539 -0.8395 -0.476
C -1.3738 -0.5214 -0.4514 -0.070
C -1.9574 0.7244 -0.9877 -0.261
N -2.3720 -0.5803 -1.5103 -0.594
H 2.8825 1.7662 1.6049 0.233
H 3.6631 0.1966 1.8566 0.233
H 2.2782 0.6694 2.8542 0.233
H 0.0851 -2.0497 -0.8371 0.233
H 0.2227 -0.6381 -1.8723 0.238
H -1.6742 -0.8047 0.5583 0.197
H -1.3647 1.3301 -1.6716 0.197
H -2.6452 1.2857 -0.3562 0.195
H -3.2789 -0.8539 -1.1423 0.353

Record 8
17
Properties=species:S:1:pos:R:3:nbo_charge:R:1 method="wB97M-V/def2-TZVPD" charge=+1 mol_weight_g_mol=109.2 relative_energy_kcal_mol=114.87 gap_ev="7.644 / 7.646" multiplicity=1 energy_ev=-9337.27200
C -3.3594 -1.1014 0.0462 -0.668
C -2.8230 0.2302 -0.1056 -0.126
C -1.5482 0.6850 -0.0271 0.442
N -0.3978 0.9797 -0.0041 -0.239
C 0.6933 1.5742 0.1116 0.141
C 1.9367 0.9591 0.0774 -0.055
N 1.9909 -0.3550 -0.0105 -0.225
C 3.3089 -0.8622 -0.0082 -0.456
H -4.3584 -1.0057 -0.4374 0.255
H -3.5003 -1.2596 1.0896 0.269
H -2.8612 -1.9367 -0.4967 0.266
H -3.4965 1.0304 -0.2066 0.260
H 0.5932 2.5658 -0.2756 0.243
H 2.9784 1.4048 0.1937 0.216
H 3.5317 -1.3145 0.9608 0.250
H 3.9780 -0.0130 -0.0692 0.180
H 3.3337 -1.5810 -0.8384 0.245

Record 9
17
Properties=species:S:1:pos:R:3:nbo_charge:R:1 method="wB97M-V/def2-TZVPD" charge=+1 mol_weight_g_mol=109.2 relative_energy_kcal_mol=82.64 gap_ev=8.107 multiplicity=1 energy_ev=-9338.66966
C -2.1035 0.6877 1.5760 -0.364
C -0.7404 0.5301 1.6612 -0.207
C -0.0338 -0.7402 1.1819 -0.271
N 0.5048 -0.4132 -0.1643 -0.271
C 1.8216 -0.2569 -0.5149 -0.045
C 1.7610 0.0620 -1.8343 -0.033
N 0.4558 0.1035 -2.2075 -0.452
C -0.3268 -0.1990 -1.1617 0.248
H -2.4742 1.3957 0.8297 0.212
H -2.8034 0.1378 2.2073 0.230
H -0.0836 1.3143 2.0491 0.228
H 0.8142 -1.0130 1.8179 0.231
H -0.7022 -1.6006 1.1354 0.241
H 2.6604 -0.3735 0.1486 0.270
H 2.5879 0.2761 -2.4930 0.263
H 0.0641 0.3243 -3.1119 0.457
H -1.4019 -0.2352 -1.1197 0.264

Record 10
17
Properties=species:S:1:pos:R:3:nbo_charge:R:1 method="wB97M-V/def2-TZVPD" charge=+1 mol_weight_g_mol=109.2 relative_energy_kcal_mol=55.20 gap_ev=8.395 multiplicity=1 energy_ev=-9339.85968
N 1.6997 -1.1269 0.1964 -0.828
C 0.4093 -0.6224 -0.2737 -0.163
C -0.8551 -1.2976 -0.1339 -0.056
C -2.0193 -0.6822 0.0446 -0.279
C -2.0833 0.7325 0.0489 0.003
C -0.9285 1.4840 0.0402 -0.337
C 0.3529 0.9490 -0.1198 0.391
N 1.4571 1.6500 -0.0353 -0.680
H 1.9610 -0.6814 1.0287 0.372
H 1.7315 -2.1825 0.1804 0.410
H 0.4199 -0.8585 -1.4290 0.301
H -0.6226 -2.4131 -0.1340 0.245
H -2.8459 -1.3139 0.0126 0.250
H -3.0538 1.3027 0.2520 0.263
H -1.0024 2.5118 0.2496 0.234
H 1.3318 2.5836 0.2587 0.422
H 2.3621 1.0731 0.1758 0.451

Record 11
19
Properties=species:S:1:pos:R:3:nbo_charge:R:1 method="wB97M-V/def2-TZVPD" charge=-1 mol_weight_g_mol=141.2 relative_energy_kcal_mol=10.32 gap_ev=8.330 multiplicity=1 energy_ev=-13445.31585
C -1.7821 2.1728 -3.0416 -0.733
C -0.7016 1.4733 -2.1972 0.748
O -0.3000 0.3564 -2.6058 -0.795
O -0.2935 2.0711 -1.1685 -0.800
H -1.5400 3.1237 -3.4800 0.202
H -2.6413 2.3322 -2.3813 0.199
H -2.0695 1.4276 -3.7838 0.204
C 1.8012 -2.5989 2.5877 -0.628
C -0.1783 0.2428 1.7159 0.167
C 0.9002 -1.6020 1.9223 0.062
C 0.6019 -1.4606 0.5838 -0.115
N 0.3831 -0.5474 2.6144 -0.513
N -0.1256 -0.3221 0.4985 -0.494
H -0.7396 1.1448 1.8604 0.195
H -0.4952 0.0729 -0.3607 0.470
H 0.8217 -2.0812 -0.2669 0.212
H 2.6153 -2.0671 3.0652 0.214
H 2.0708 -3.3797 1.8726 0.204
H 1.2348 -3.1852 3.3195 0.202

Record 12
19
Properties=species:S:1:pos:R:3:nbo_charge:R:1 method="wB97M-V/def2-TZVPD" charge=-1 mol_weight_g_mol=141.2 relative_energy_kcal_mol=14.81 gap_ev=8.504 multiplicity=1 energy_ev=-13445.12114
C 2.7231 2.8799 0.0967 -0.640
C -0.3857 1.3015 0.8891 0.183
C 1.2742 0.7739 -0.4008 -0.134
C 1.5292 1.9731 0.2174 0.067
N -0.0085 0.3764 -0.0348 -0.554
N 0.4894 2.2722 1.0482 -0.525
H -0.0971 -0.6984 0.0638 0.468
H -1.3026 1.2743 1.4548 0.194
H 1.7710 0.4441 -1.3035 0.191
H 2.8003 3.4138 1.0455 0.220
H 2.5975 3.4615 -0.8147 0.206
H 3.6682 2.3331 0.0803 0.202
C -2.4975 -3.2447 -0.7165 -0.727
C -1.7025 -2.2977 0.1729 0.772
O -2.3005 -1.7096 1.0875 -0.747
O -0.4804 -2.1186 -0.1194 -0.796
H -3.4694 -3.3003 -0.2248 0.210
H -2.0608 -4.2428 -0.7964 0.201
H -2.5479 -2.8918 -1.7453 0.208

Record 13
19
Properties=species:S:1:pos:R:3:nbo_charge:R:1 method="wB97M-V/def2-TZVPD" charge=-1 mol_weight_g_mol=141.2 relative_energy_kcal_mol=54.71 gap_ev=8.321 multiplicity=1 energy_ev=-13443.39099
C 2.5158 1.5166 -1.8382 -0.610
C 1.7494 -0.4275 1.1238 0.130
C 0.3572 0.7649 -0.2556 -0.101
C 1.7614 0.7856 -0.7637 0.059
N 0.3694 -0.0259 0.9033 -0.534
N 2.4753 -0.1437 0.0102 -0.497
H -0.4811 -0.2588 1.4311 0.466
H 1.8772 -1.0375 1.9103 0.179
H -0.5203 0.9926 -0.8097 0.212
H 2.5916 1.0472 -2.6828 0.195
H 3.5281 1.7752 -1.5226 0.214
H 2.0665 2.6149 -1.9197 0.197
C -2.5068 -1.0711 -0.0903 -0.775
C -2.7156 -1.1065 1.5384 0.796
O -1.9078 -0.3771 2.1656 -0.817
O -3.6327 -1.6855 2.0421 -0.725
H -1.4272 -1.2569 -0.3001 0.210
H -3.0334 -0.2405 -0.4436 0.205
H -3.0670 -1.8662 -0.4985 0.196

Record 14
20
Properties=species:S:1:pos:R:3:nbo_charge:R:1 method="wB97M-V/def2-TZVPD" mol_weight_g_mol=172.1 relative_energy_kcal_mol=134.75 gap_ev=9.107 multiplicity=1 energy_ev=-22726.26432
C -1.5883 -1.3449 0.8340 -0.285
C -0.2849 -1.7235 0.9856 -0.072
N 0.5267 -0.7425 1.5566 -0.403
P 1.9840 -0.3101 0.6711 0.754
C 1.4966 0.6689 -0.9201 -0.581
C 0.4588 1.7805 -0.6607 0.035
N -0.6748 1.5696 -1.1558 -0.104
O -0.6308 0.4751 -1.9740 -0.380
C 0.6332 -0.2001 -1.8889 -0.105
O -0.3008 0.5202 1.5174 -0.397
C -1.6132 0.0529 1.3504 -0.120
H -2.3540 -1.7416 0.2219 0.237
H 0.1578 -2.7642 0.7836 0.241
H 1.9580 0.7991 1.4147 -0.053
H 2.3939 1.0395 -1.3362 0.244
H 0.7238 2.5924 0.0212 0.216
H 1.0190 -0.1309 -2.9965 0.197
H 0.4350 -1.2065 -1.5665 0.197
H -2.2596 0.7244 0.7826 0.216
H -2.0803 -0.0582 2.3596 0.163

Record 15
20
Properties=species:S:1:pos:R:3:nbo_charge:R:1 method="wB97M-V/def2-TZVPD" charge=+1 mol_weight_g_mol=157.1 relative_energy_kcal_mol=149.06 gap_ev="9.063 / 9.062" multiplicity=1 energy_ev=-15475.42807
C 1.8424 -0.0488 0.1824 0.289
C 0.7155 0.9565 0.2385 -0.549
C -2.5556 -0.3142 -0.1668 -0.360
C -1.3872 0.1580 -1.0618 -0.596
C -1.6935 0.0639 1.0653 -0.550
C -0.6090 0.2441 0.1151 0.558
N 1.5033 -1.3324 0.1497 0.010
N 3.2406 0.2994 -0.0868 0.488
O 3.5111 1.4681 -0.0572 -0.287
O 4.0752 -0.5922 -0.3483 -0.357
O 0.3298 -1.6604 0.2877 -0.357
H 0.6644 1.5408 1.0699 0.280
H 0.8437 1.5483 -0.5818 0.273
H -3.5377 0.1173 -0.1602 0.240
H -2.6277 -1.3802 -0.3950 0.229
H -1.1647 -0.6364 -1.8102 0.321
H -1.5598 1.0620 -1.8248 0.318
H -2.1830 1.0025 1.3275 0.303
H -1.6981 -0.5072 2.0604 0.297
H 2.2906 -1.9890 -0.0036 0.452

Record 16
23
Properties=species:S:1:pos:R:3:nbo_charge:R:1 method="wB97M-V/def2-TZVPD" charge=-2 mol_weight_g_mol=220.1 gap_ev=6.024 multiplicity=1 energy_ev=-28875.54456
C 1.8768 -2.8089 0.9826 0.622
C 1.8228 -0.3651 0.9975 0.766
C 0.7243 -2.6254 0.1382 -0.382
C 0.2416 1.2937 -0.8833 -0.646
C -1.6044 0.5471 0.6794 -0.623
C -0.4350 0.0412 -0.2190 -0.075
N 2.4727 -1.5689 1.3734 -0.658
N 0.6337 -0.6790 0.5171 -0.469
O -0.5957 -2.3238 -2.2427 -1.248
O 1.6936 -1.4439 -2.2321 -1.227
O 2.4028 -3.7981 1.4219 -0.636
O 2.2781 0.7419 1.2843 -0.741
O 1.3971 -3.9911 -2.0165 -1.209
P 0.8650 -2.5932 -1.8126 2.386
H -0.2798 -3.0611 0.5286 0.234
H -0.5217 2.1813 -1.0839 0.155
H 1.0598 1.5423 -0.2972 0.238
H 0.7516 0.9183 -1.7920 0.264
H -2.5932 0.3030 0.2754 0.189
H -1.4960 1.6150 0.8334 0.187
H -1.6446 -0.0723 1.5887 0.202
H -0.9315 -0.7650 -0.7921 0.286
H 3.3450 -1.5278 1.7330 0.383

Record 17
18
Properties=species:S:1:pos:R:3:nbo_charge:R:1 method="wB97M-V/def2-TZVPD" mol_weight_g_mol=140.1 relative_energy_kcal_mol=27.58 gap_ev="6.786 / 6.786" multiplicity=1 energy_ev=-18635.00141
C 0.2151 -1.4470 -0.7359 -0.046
C 0.5478 -1.2326 0.6115 -0.091
C 0.1933 0.0667 0.9200 -0.062
C -0.6235 1.9087 -0.7343 -0.222
C -1.3998 1.7632 -2.0465 -0.691
C 1.1730 -2.2394 1.5171 -0.624
N -0.3299 -0.3337 -1.2620 -0.290
N -0.3673 0.5744 -0.2505 -0.151
P -0.9198 0.1140 -2.8841 0.207
H 0.3441 -2.3349 -1.3214 0.225
H 0.3383 2.4084 -0.9164 0.198
H -1.1823 2.4842 0.0063 0.214
H -2.4758 1.7575 -1.8589 0.208
H -1.1833 2.5934 -2.7190 0.230
H 1.9143 -2.8227 0.9756 0.223
H 1.6548 -1.7388 2.3547 0.220
H 0.4200 -2.9221 1.9121 0.222
H 0.2411 0.6530 1.8090 0.230

Record 18
18
Properties=species:S:1:pos:R:3:nbo_charge:R:1 method="wB97M-V/def2-TZVPD" mol_weight_g_mol=123.2 relative_energy_kcal_mol=61.85 gap_ev=10.426 multiplicity=1 energy_ev=-10834.94461
C 2.0661 0.0596 -2.4401 -0.364
C 2.6714 0.8363 -1.4660 -0.051
N 1.8382 1.2551 -0.5741 -0.292
N 0.6698 0.7926 -1.0034 -0.041
N -0.4804 1.0921 -0.2125 -0.435
C -0.4863 0.5264 1.1711 -0.098
C -1.7928 -0.0459 1.4452 -0.414
C -0.6896 -0.9358 1.1467 -0.420
C 0.7007 0.0523 -2.1264 -0.045
H 2.5401 -0.1350 -3.3931 0.228
H 3.7516 0.8864 -1.2795 0.206
H -0.3257 2.0772 -0.1461 0.365
H 0.2721 0.9799 1.8102 0.225
H -2.5528 -0.0735 0.6706 0.234
H -2.1914 -0.0929 2.4092 0.220
H -0.1098 -1.5344 1.9281 0.218
H -0.5380 -1.3248 0.1859 0.216
H -0.2917 -0.3807 -2.6050 0.248

Record 19
21
Properties=species:S:1:pos:R:3:nbo_charge:R:1 method="wB97M-V/def2-TZVPD" mol_weight_g_mol=187.2 relative_energy_kcal_mol=84.80 gap_ev=9.771 multiplicity=1 energy_ev=-25765.22828
O 0.6604 -2.1265 2.7633 -0.543
C 0.3945 -1.1681 2.0493 0.792
O 1.0157 0.0319 2.3478 -0.724
C -0.6456 -1.0674 1.0063 -0.171
C -1.7154 -0.0636 1.4724 -0.535
S -1.1008 1.5430 0.8297 0.270
C -0.0496 0.8015 -0.3998 0.278
N 1.0869 1.6595 -0.7323 -0.658
C 1.0643 1.2579 -2.1113 -0.058
N -0.1886 0.5710 -1.9639 -0.445
C -0.3053 -0.8765 -1.6250 -0.023
N -0.0135 -0.6006 -0.2356 -0.479
H 1.0889 0.7897 1.6641 0.503
H -1.0275 -1.9789 0.7892 0.234
H -2.6898 -0.3168 1.0499 0.228
H -1.8605 -0.0558 2.5722 0.253
H 2.0028 1.4273 -0.1936 0.364
H 1.0877 2.2047 -2.7659 0.176
H 2.0194 0.7922 -2.4513 0.178
H -1.2295 -1.2052 -1.9439 0.182
H 0.4056 -1.6192 -2.1217 0.179

Record 20
22
Properties=species:S:1:pos:R:3:nbo_charge:R:1 method="wB97M-V/def2-TZVPD" mol_weight_g_mol=219.3 relative_energy_kcal_mol=65.62 gap_ev=8.476 multiplicity=1 energy_ev=-36600.66487
N -0.9398 1.4475 -3.0223 -0.819
C 0.0083 0.4862 -2.9198 0.346
N 0.1652 -0.3871 -3.8702 -0.698
S 1.3327 -1.4984 -3.6077 0.543
C 1.5273 -0.9288 -1.8918 0.060
N 2.4748 -1.4303 -1.0314 -0.820
C 0.8695 0.2668 -1.8281 -0.375
S 0.6747 1.1771 0.0511 2.127
O 1.9332 0.7693 0.6499 -0.976
O 0.4604 2.5987 -0.1400 -0.924
C -0.6639 0.5406 0.9381 -0.551
C -0.8430 -0.7533 1.5395 -0.408
C -0.5743 0.3371 2.5544 -0.363
H -0.9003 2.2994 -2.4386 0.406
H -1.5606 1.6325 -3.8344 0.413
H 2.5238 -0.9087 -0.1428 0.433
H 3.1971 -2.0398 -1.3358 0.404
H -1.6159 0.9550 0.4571 0.264
H -0.2300 -1.5544 1.4492 0.229
H -1.7885 -1.1370 1.5399 0.222
H -1.4909 0.7019 3.0346 0.233
H 0.4663 0.4792 2.9353 0.256